(1)
# C3H40N2O16

A 16-piece molecular cluster, C3H40N2O16 overall in a non-equilibrium geometry (wB97M-V/def2-TZVPD, the Open Molecules 2025 dataset).

## Properties
HOMO-LUMO gap	0.3287	Eh
HOMO level	-9.07	eV
relative energy (zero: lowest compared OMol25 entry of this formula, charge and spin)	143.90	kcal/mol
electronic energy	-1451.44368	hartree

```
61
Properties=species:S:1:pos:R:3:forces:R:3
C -1.05530 -1.88135 -2.95041 -1.97 -3.03 -0.59
N -1.36907 -2.21571 -1.59904 -1.42 -0.04 -0.80
C -2.50435 -3.20427 -1.41011 4.85 0.79 2.56
O -2.01707 -4.50988 -1.42617 -0.91 -2.25 0.74
C -2.10407 -1.01065 -3.43048 -2.72 3.23 -1.41
N -2.18982 0.44428 -2.91751 1.38 -4.18 1.91
H -1.06715 -2.85687 -3.65412 0.54 2.08 1.17
H -0.18872 -1.33829 -2.96551 2.75 0.75 -0.30
H -0.52650 -2.57053 -1.19175 0.17 -0.54 0.88
H -2.52050 -2.92721 -0.32663 -2.00 -0.92 -0.58
H -3.36472 -3.25172 -2.03403 -0.71 1.32 -0.35
H -1.22593 -4.82153 -1.85473 0.40 0.97 -0.53
H -2.10526 -0.99571 -4.48955 0.61 0.31 -1.48
H -3.10313 -1.42060 -3.32481 -0.19 -0.19 0.85
H -3.05384 0.83965 -3.01263 -3.07 0.56 -0.03
H -1.63091 1.08906 -3.34564 2.44 1.36 -1.71
H 4.41475 -1.23301 2.13309 -0.81 -0.24 -0.48
H 3.09239 -1.86503 1.59861 -1.59 -2.36 0.06
O 3.62001 -1.11603 1.57481 2.45 2.61 0.42
H -3.23188 -0.54729 1.28627 0.45 0.41 -1.78
H -2.69463 -0.79480 -0.23776 -0.66 0.77 1.20
O -3.13720 -0.13308 0.37793 -0.58 -1.96 0.29
H -1.29261 1.56669 0.98583 -0.62 1.18 0.73
H -1.25699 0.56329 -0.09436 1.17 -0.34 3.01
O -0.85245 0.73937 0.86379 -0.33 0.50 -3.44
H -0.85034 -1.30857 3.22999 1.49 -3.21 -0.51
H -1.12123 -0.05203 2.38575 0.10 -0.44 -0.15
O -1.28315 -0.51405 3.23464 -1.86 3.01 0.26
H -4.16307 2.78158 0.07303 -0.46 -0.01 0.37
H -4.56451 1.59744 -0.74378 -6.18 -6.63 -0.33
O -3.98718 2.20842 -0.66337 6.73 7.06 -0.12
H 3.19329 -0.55397 -0.51029 -0.94 0.64 -0.29
H 2.47151 0.57736 -1.51178 -0.11 -2.25 1.15
O 2.39018 -0.32317 -1.02041 0.49 0.13 -1.94
H 1.09302 3.74557 0.26800 0.76 0.32 1.23
H 1.46994 2.98812 1.46997 -0.49 -1.92 0.88
O 1.58588 3.84773 1.13742 -0.57 1.38 -1.96
H 4.14542 1.35568 0.40380 -1.10 0.28 -0.57
H 2.95773 2.23089 0.73918 0.25 0.03 -0.48
O 3.29183 1.67408 0.01344 1.70 0.85 1.55
H 0.94775 -0.40731 1.42104 0.07 0.20 -0.52
H 0.81625 -0.68839 -0.14798 0.64 -0.89 2.57
O 0.76315 -1.10986 0.79051 -0.14 -0.52 -1.35
H 2.17520 -3.97115 -2.44202 -0.40 0.07 0.10
H 2.42714 -2.53688 -2.33969 2.05 2.63 -0.07
O 1.73998 -3.12993 -2.23921 -1.78 -2.66 0.09
H 0.28528 1.34624 5.09508 -0.05 -0.28 -0.01
H -0.96933 0.56723 4.56854 0.55 1.15 0.71
O -0.67326 1.32635 5.15199 -0.63 -0.53 -0.48
H 1.18643 2.16942 -1.98582 -2.17 1.49 1.55
H 2.65582 2.25878 -2.15893 1.64 1.25 0.74
O 1.88840 1.83179 -2.45341 1.66 -2.78 -3.34
H 0.80276 -0.81790 4.25525 -1.17 -0.14 -0.06
H 2.26208 -0.83064 4.06275 -0.26 0.75 0.55
O 1.56623 -0.36575 4.57997 1.72 -0.46 -0.54
H 2.38534 2.25435 4.12469 -0.05 -0.92 1.02
H 2.23303 3.17002 3.04202 0.12 0.92 -0.42
O 2.91589 2.63543 3.43962 0.05 0.08 -0.40
H -0.27846 3.94453 -1.46788 0.74 -0.75 0.13
H -0.61882 2.41339 -1.16259 3.33 2.69 0.07
O 0.22480 3.13648 -1.19459 -5.39 -1.32 0.28
```
Forces are in eV/Å.



(2)
# C3H8O2

A 2-piece molecular cluster, C3H8O2 overall (wB97M-V/def2-TZVPD, the Open Molecules 2025 dataset).

## Properties
2S+1	2
HOMO-LUMO gap (alpha / beta)	0.4431 / 0.1515	Eh
HOMO level (alpha / beta)	-16.75 / -14.51	eV
charge	+1
relative energy (zero: lowest compared OMol25 entry of this formula, charge and spin)	59.88	kcal/mol
electronic energy	-269.15176	hartree

```
13
Properties=species:S:1:pos:R:3:forces:R:3
O 0.72005 -2.52615 -1.79856 0.08 -0.06 0.09
C -0.01881 -1.71695 -2.25009 -0.06 -0.01 0.20
H 0.34469 -0.90125 -2.90503 -0.10 0.07 -0.11
H -1.10814 -1.74054 -1.98647 -0.01 0.15 0.00
C -0.26027 0.80324 0.34608 0.27 -0.04 -0.24
O -0.95925 -0.39190 0.57107 0.06 -0.25 -0.49
C 0.42487 1.27917 1.65525 -0.01 -0.06 1.00
H 0.53087 0.61044 -0.40427 -0.06 0.11 0.10
H -0.97054 1.53582 -0.02365 -0.09 -0.14 0.03
H -0.34311 -1.13628 0.72362 -0.07 0.21 0.22
H 0.06967 0.68850 2.49799 -0.04 -0.27 -0.05
H 1.51432 1.22207 1.66959 -0.21 0.11 -0.36
H 0.05565 2.27383 1.90447 0.22 0.18 -0.37
```
Forces are in eV/Å.



(3)
# C4H6O2

One molecule with the formula C4H6O2 (wB97M-V/def2-TZVPD, the Open Molecules 2025 dataset).

## Properties
HOMO-LUMO gap	0.4195	Eh
HOMO level	-10.38	eV
relative energy (zero: lowest compared OMol25 entry of this formula, charge and spin)	35.93	kcal/mol
electronic energy	-306.44904	hartree

```
12
Properties=species:S:1:pos:R:3:forces:R:3
O -1.23689 1.62266 0.96378 -0.18 0.12 -0.52
C -1.53031 1.31921 -0.16080 -0.09 0.21 0.45
O -0.83142 0.52799 -0.98603 -0.04 -0.25 -0.11
C 0.42896 0.11589 -0.49667 0.09 0.18 -0.04
C 0.86008 -1.30309 -0.35604 0.03 -0.06 0.03
C 0.59210 -0.41964 0.86074 0.15 -0.17 0.20
H -2.43517 1.65496 -0.67739 -0.10 -0.03 -0.01
H 1.22011 0.78221 -0.83027 -0.19 0.01 0.00
H 0.12450 -2.09955 -0.40697 0.07 0.18 -0.32
H 1.83292 -1.55144 -0.77205 -0.08 0.03 0.35
H -0.31207 -0.75355 1.35498 0.09 0.26 0.05
H 1.28718 0.10435 1.50672 0.24 -0.50 -0.08
```
Forces are in eV/Å.



(4)
# C50H44BrN5O4P2Pb

C50H44BrN5O4P2Pb as an isolated structure (wB97M-V/def2-TZVPD, the Open Molecules 2025 dataset).

## Properties
HOMO-LUMO gap	0.2589	Eh
HOMO level	-12.10	eV
charge	+2
relative energy (zero: lowest compared OMol25 entry of this formula, charge and spin)	33.34	kcal/mol
electronic energy	-5955.70277	hartree

```
107
Properties=species:S:1:pos:R:3:forces:R:3
Pb 0.30762 -0.04394 1.08647 0.64 0.23 0.15
O -3.00529 2.43476 7.20770 0.02 0.05 -0.08
C -2.86266 3.34405 6.13857 0.00 -0.14 0.01
C -2.31222 2.60795 4.94944 -0.02 -0.02 0.04
C -1.96598 3.28993 3.79141 -0.01 0.08 -0.06
C -1.44700 2.57446 2.73194 0.05 -0.11 -0.09
N -1.26958 1.25015 2.75820 -0.13 -0.19 0.20
C -1.63813 0.57756 3.86048 0.07 -0.02 -0.14
C -2.14445 1.23001 4.97474 -0.04 -0.03 0.11
C -1.47097 -0.91318 3.85899 0.07 -0.02 -0.10
C -2.16615 -1.70235 4.75977 -0.11 -0.02 0.04
C -1.95755 -3.07695 4.79618 -0.07 0.03 0.08
C -2.69144 -3.91520 5.82052 -0.10 0.14 -0.10
O -4.01264 -3.45650 6.02981 0.12 0.00 0.03
C -1.05454 -3.62630 3.90078 0.05 -0.13 0.02
C -0.42188 -2.78892 3.00491 0.09 0.12 -0.20
N -0.61995 -1.46854 2.96991 -0.11 0.13 0.19
H -3.35264 2.89511 7.97638 -0.03 0.02 0.04
H -2.18582 4.16510 6.38802 0.07 0.04 0.04
H -3.82200 3.78650 5.85285 -0.06 0.02 0.00
H -2.09103 4.36418 3.71058 0.02 -0.07 0.01
H -1.16418 3.07591 1.81126 0.01 -0.04 0.03
H -2.40008 0.69737 5.87934 0.03 0.01 -0.06
H -2.89672 -1.27241 5.43257 0.06 -0.01 -0.04
H -2.17333 -3.80868 6.77324 0.04 -0.03 0.08
H -2.65092 -4.97028 5.54736 -0.04 -0.05 -0.04
H -4.60532 -3.86258 5.39042 0.01 -0.03 -0.01
H -0.85046 -4.69126 3.88596 -0.01 0.08 -0.01
H 0.27224 -3.19019 2.26958 -0.05 0.04 0.08
N -1.19992 0.27161 -2.01958 0.29 0.13 0.19
P -0.92568 1.76171 -1.20118 0.01 -0.07 -0.19
C -1.99932 2.90255 -2.13241 0.04 -0.04 0.05
C -3.03581 2.45334 -2.94450 -0.10 0.04 0.00
C -3.82184 3.36915 -3.63803 0.00 -0.02 0.02
C -3.58504 4.72932 -3.51144 0.00 0.00 0.01
C -2.56287 5.18309 -2.68334 -0.01 -0.01 0.01
C -1.77492 4.27492 -1.99589 0.03 0.00 0.01
C 0.73213 2.33715 -1.72148 0.01 -0.05 0.10
C 1.11882 2.37376 -3.05969 0.04 -0.02 -0.10
C 2.39067 2.80061 -3.41024 0.00 -0.05 -0.04
C 3.28817 3.20446 -2.42575 0.00 -0.01 0.07
C 2.91007 3.19075 -1.08985 -0.03 -0.03 -0.03
C 1.63422 2.75727 -0.74421 -0.03 -0.02 -0.02
P -1.04125 -1.22783 -1.17888 -0.62 0.20 -0.31
C -1.25533 -2.41102 -2.53309 0.09 0.05 0.04
C -2.41211 -2.36177 -3.31647 0.03 -0.05 -0.01
C -2.56581 -3.25209 -4.36622 0.02 -0.02 0.00
C -1.57440 -4.19553 -4.63049 -0.02 0.03 0.01
C -0.43018 -4.25087 -3.84802 0.02 -0.02 -0.01
C -0.26784 -3.35576 -2.79668 0.06 0.02 0.01
C -2.60237 -1.35406 -0.23461 -0.02 -0.02 0.04
C -2.77643 -2.54021 0.48637 0.01 0.04 0.03
C -3.87897 -2.70586 1.30938 0.01 0.00 -0.01
C -4.81126 -1.67937 1.43525 0.00 -0.01 -0.01
C -4.64306 -0.49823 0.72762 0.05 0.00 -0.01
C -3.54159 -0.33279 -0.10821 0.00 -0.10 0.01
H -0.95984 0.23627 -3.00342 -0.17 -0.09 -0.10
H -3.24064 1.39307 -3.03521 0.04 0.03 -0.03
H -4.62268 3.01586 -4.27703 0.05 0.01 0.04
H -4.19732 5.43900 -4.05481 0.04 -0.04 0.03
H -2.37912 6.24612 -2.57957 -0.01 -0.07 -0.01
H -0.96833 4.63427 -1.36295 -0.03 -0.01 -0.06
H 0.41616 2.09038 -3.83956 0.04 0.03 0.04
H 2.68021 2.83364 -4.45422 -0.01 -0.01 0.05
H 4.27752 3.54958 -2.70332 -0.06 -0.02 0.01
H 3.60196 3.52102 -0.32288 -0.06 -0.02 -0.05
H 1.33430 2.77164 0.30189 0.02 -0.03 -0.03
H -3.18988 -1.63857 -3.09290 0.03 -0.04 -0.02
H -3.46184 -3.22200 -4.97492 0.06 0.00 0.04
H -1.70121 -4.89441 -5.44888 0.00 0.04 0.05
H 0.33330 -4.99274 -4.05261 -0.05 0.06 0.02
H 0.62489 -3.39493 -2.17895 -0.05 0.00 -0.04
H -2.04900 -3.34415 0.38785 -0.07 0.04 0.02
H -4.01989 -3.63911 1.84406 0.02 0.07 -0.04
H -5.67751 -1.80730 2.07391 0.06 0.01 -0.03
H -5.37603 0.29550 0.81603 0.05 -0.04 -0.02
H -3.43569 0.58603 -0.67036 0.02 0.02 0.00
C 2.80757 0.08294 3.90182 -0.06 -0.01 -0.09
O 2.67696 -0.09019 2.48689 -0.16 0.03 0.15
C 3.83410 -0.15794 1.74934 -0.08 -0.03 0.15
C 5.08773 -0.05456 2.29267 0.00 0.03 0.07
C 6.21471 -0.14530 1.46404 0.08 0.01 0.13
Br 7.93029 -0.02583 2.23691 -0.01 0.01 0.00
C 6.07190 -0.32494 0.12275 -0.02 0.00 -0.31
C 4.78087 -0.42511 -0.43736 0.12 0.00 -0.09
C 3.61999 -0.36519 0.35895 -0.10 -0.02 -0.20
O 2.41707 -0.48598 -0.13404 -0.02 -0.03 0.38
C 4.61247 -0.58681 -1.85985 -0.01 0.10 -0.16
N 3.43747 -0.74837 -2.46444 -0.19 -0.05 -0.24
C 3.60979 -0.86106 -3.84320 -0.09 0.09 0.26
C 2.70833 -1.03089 -4.88445 -0.11 -0.02 0.03
C 3.23677 -1.08714 -6.16086 0.01 0.00 -0.01
C 4.61644 -0.97710 -6.38733 0.00 0.00 0.01
C 5.51136 -0.80912 -5.34604 0.14 0.00 -0.08
C 4.97384 -0.75420 -4.06926 0.17 0.08 0.21
N 5.56081 -0.57608 -2.80962 0.14 -0.13 -0.26
H 3.30125 1.02639 4.13192 0.01 0.05 0.00
H 3.36319 -0.74265 4.34390 0.04 -0.06 -0.01
H 1.79761 0.09039 4.30439 -0.02 0.01 -0.03
H 5.23305 0.09558 3.35407 -0.02 -0.02 -0.07
H 6.95820 -0.39318 -0.49999 -0.10 0.00 0.07
H 2.60277 -0.70515 -1.87697 -0.10 -0.04 0.07
H 1.64394 -1.12496 -4.70172 0.06 0.01 -0.03
H 2.57392 -1.22158 -7.00632 0.03 0.01 0.04
H 4.98998 -1.02687 -7.40177 -0.01 0.00 0.04
H 6.57780 -0.72532 -5.52403 -0.11 -0.01 0.01
H 6.54546 -0.47907 -2.63828 0.08 0.01 0.04
```
Forces are in eV/Å.



What is the electronic energy in the third record? -306.44904 hartree



Which formula does entry 2 have? C3H8O2



Which value of relative energy (zero: lowest compared OMol25 entry of this formula, charge and spin) does entry 4 give? 33.34 kcal/mol



Number 3 is which compound? C4H6O2